The following is a quantum chemistry calculation of 7 unconnected molecules or ions with the total composition C59H79Cl2N12O2S2, from OMol25.

Each line ends with the Mulliken charge.
Atoms and positions in Å:
C: -1.5963 4.7828 5.5607  -1.127
C: -2.1572 3.7504 6.5560  -0.669
C: -2.3060 2.3686 5.8663  -0.544
C: -1.0732 1.4828 6.1697  -0.801
N: -0.7151 0.5988 5.0375  0.617
C: -1.5968 -0.5679 4.9490  -0.911
C: -1.8948 -0.9918 3.5072  -0.931
C: -0.8442 -1.9611 2.9041  0.613
C: -0.9262 -1.7958 1.3564  -0.878
C: -0.8508 -3.0918 0.5345  0.076
N: -1.5139 -2.6722 -0.7475  -0.021
C: -0.4632 -2.1301 -1.5356  0.136
N: -0.8190 -1.1579 -2.3391  0.542
C: 0.1481 -0.5598 -3.2727  0.904
C: 0.0519 0.9908 -3.3633  -0.731
C: 1.3968 1.6995 -3.0059  -0.446
N: 1.4725 2.9257 -3.8067  -0.117
C: 2.3177 3.9781 -3.2142  -0.685
C: 1.6478 5.3328 -3.4314  -0.023
C: 0.3296 5.5244 -3.0590  -0.283
C: -0.2899 6.7343 -3.2185  -0.764
C: 0.3861 7.7985 -3.7891  -0.359
C: 1.6860 7.6266 -4.1929  -0.601
C: 2.2965 6.4030 -3.9948  0.741
O: 3.6318 6.2738 -4.3912  -0.591
C: -2.1929 -0.7287 -2.2877  -0.750
Cl: -2.6447 0.4346 -1.0884  -0.072
C: -3.0762 -1.2541 -3.1323  0.888
C: -4.5378 -0.8958 -3.1570  -1.222
Cl: -2.5238 -2.4680 -4.2623  -0.168
N: 0.7347 -2.7615 -1.3916  0.287
C: 2.0132 -1.9689 -1.1553  -1.658
N: 1.9233 -0.7983 -0.3322  -0.116
C: 0.5369 -3.4942 -0.0645  -0.260
O: 0.5390 -4.8550 -0.4464  -0.549
C: 0.6601 0.2860 5.0311  -0.224
S: 1.6894 1.2570 4.2123  -0.201
S: 1.3550 -1.1040 5.9442  -0.221
C: 2.2210 -2.2286 4.8065  -0.373
C: 3.0111 -3.2871 5.6165  -0.424
C: 3.8800 -4.0482 4.5850  -1.145
H: -2.2489 4.8943 4.6871  0.315
H: -0.6176 4.4352 5.2040  0.238
H: -1.4561 5.7517 6.0512  0.389
H: -1.4226 3.6539 7.3682  0.344
H: -3.1067 4.0729 6.9952  0.382
H: -3.2039 1.8742 6.2638  0.387
H: -2.4531 2.4834 4.7851  0.335
H: -0.2458 2.1733 6.3648  0.476
H: -1.2585 0.9000 7.0852  0.264
H: -2.5573 -0.2711 5.3941  0.404
H: -1.2680 -1.4380 5.5378  0.304
H: -1.8738 -0.1159 2.8415  0.418
H: -2.8951 -1.4321 3.4109  0.224
H: -0.9919 -2.9987 3.2231  0.652
H: 0.1337 -1.5747 3.2105  -0.704
H: -1.9109 -1.3665 1.1408  -0.086
H: -0.1939 -1.0392 1.0559  -0.048
H: -1.3390 -3.9089 1.0715  0.459
H: -1.7626 -3.5656 -1.1858  0.407
H: 1.1878 -0.8212 -3.0938  -0.224
H: -0.0949 -0.9277 -4.2777  -0.521
H: -0.2389 1.2973 -4.3729  0.384
H: -0.7048 1.4065 -2.6919  0.195
H: 2.2704 1.0344 -3.1125  -0.246
H: 1.2894 2.0357 -1.9662  0.514
H: 1.7996 2.6655 -4.7304  0.243
H: 3.2740 4.0114 -3.7519  0.481
H: 2.4892 3.8321 -2.1438  0.376
H: -0.2500 4.7202 -2.6091  0.293
H: -1.3158 6.8945 -2.8980  0.375
H: -0.0911 8.7642 -3.9309  0.369
H: 2.2311 8.4526 -4.6426  0.411
H: 4.1268 6.9297 -3.8873  0.319
H: -4.6501 0.1696 -3.3808  0.333
H: -4.9794 -1.1267 -2.1808  0.289
H: -5.0781 -1.4649 -3.9156  0.398
H: 2.4303 -1.6573 -2.1198  0.567
H: 2.7718 -2.6320 -0.7382  0.586
H: 1.9092 -0.9877 0.6604  0.333
H: 1.2057 -0.1432 -0.6133  0.189
H: 1.2289 -3.2399 0.7436  0.544
H: -0.3715 -5.1717 -0.4818  0.433
H: 2.9019 -1.6286 4.1895  0.451
H: 1.5364 -2.7963 4.1683  0.123
H: 2.2590 -3.9943 5.9825  0.320
H: 3.6111 -2.8383 6.4098  0.423
H: 3.3037 -4.2398 3.6693  0.236
H: 4.1693 -5.0206 4.9941  0.359
H: 4.7494 -3.4496 4.2938  0.313
N: 1.1441 1.2297 9.5428  -0.478
C: 1.8292 1.3768 8.4088  0.062
C: 2.9491 2.1828 8.2814  -0.652
C: 3.3831 2.8809 9.3966  -0.358
C: 2.6852 2.7438 10.5855  -0.361
C: 1.5785 1.9082 10.6050  -0.279
H: 1.4520 0.8144 7.5621  0.478
H: 3.4656 2.2604 7.3336  0.403
H: 4.2534 3.5228 9.3403  0.391
H: 2.9911 3.2718 11.4783  0.375
H: 1.0039 1.7679 11.5141  0.398
N: 1.7648 -2.2994 -9.0411  -0.421
C: 2.6958 -1.3587 -8.8740  -0.445
C: 2.5989 -0.3332 -7.9458  -0.500
C: 1.4689 -0.2781 -7.1482  0.325
C: 0.4884 -1.2444 -7.3073  -0.557
C: 0.6857 -2.2296 -8.2627  -0.559
H: 3.5606 -1.4399 -9.5237  0.492
H: 3.3872 0.4009 -7.8528  0.407
H: 1.3536 0.5084 -6.4113  0.377
H: -0.4102 -1.2346 -6.7029  0.482
H: -0.0532 -3.0083 -8.4197  0.402
N: 4.5106 -0.8157 -4.6598  -0.136
C: 4.9580 -1.9417 -5.2191  -0.169
C: 6.2512 -2.4172 -5.0683  -0.664
C: 7.1354 -1.6819 -4.2965  -0.182
C: 6.6940 -0.5081 -3.7080  -0.698
C: 5.3800 -0.1231 -3.9185  -0.011
H: 4.2333 -2.4830 -5.8185  0.414
H: 6.5565 -3.3387 -5.5445  0.393
H: 8.1546 -2.0185 -4.1557  0.379
H: 7.3531 0.0955 -3.0992  0.401
H: 4.9887 0.7871 -3.4756  0.298
N: 2.2316 0.1417 -13.2464  -0.565
C: 1.8924 -0.7245 -12.2917  -0.249
C: 2.2672 -2.0594 -12.2907  -0.185
C: 3.0363 -2.5236 -13.3459  -0.454
C: 3.3983 -1.6405 -14.3502  -0.289
C: 2.9728 -0.3241 -14.2514  -0.221
H: 1.2873 -0.3174 -11.4878  0.435
H: 1.9638 -2.7144 -11.4856  0.436
H: 3.3495 -3.5596 -13.3847  0.384
H: 3.9973 -1.9631 -15.1910  0.360
H: 3.2350 0.4032 -15.0121  0.356
N: -6.4186 -2.6410 1.5057  -0.576
C: -5.5317 -1.6583 1.6514  -0.355
C: -5.6412 -0.6547 2.6036  -0.423
C: -6.7371 -0.6731 3.4496  -0.449
C: -7.6720 -1.6836 3.3143  -0.290
C: -7.4672 -2.6399 2.3316  -0.319
H: -4.6892 -1.6852 0.9639  0.794
H: -4.8867 0.1183 2.6788  0.447
H: -6.8606 0.0908 4.2064  0.452
H: -8.5387 -1.7301 3.9570  0.345
H: -8.1708 -3.4528 2.1914  0.385
N: -7.1984 -1.6545 6.6112  -0.314
C: -5.8884 -1.7874 6.8212  -0.251
C: -5.2511 -1.4075 7.9920  -0.479
C: -6.0168 -0.8531 9.0050  -0.291
C: -7.3793 -0.7040 8.8079  -0.444
C: -7.9174 -1.1202 7.5994  -0.231
H: -5.3285 -2.2238 5.9992  0.464
H: -4.1837 -1.5426 8.1068  0.428
H: -5.5577 -0.5422 9.9350  0.391
H: -8.0120 -0.2756 9.5730  0.369
H: -8.9800 -1.0253 7.4030  0.368

The calculation puts the total energy at -131146.382 eV. As for the total charge: +1. Its HOMO energy is -10.24 eV. The calculation puts the strongest force on any atom at 3.98 eV/A.